39
Properties=species:S:1:pos:R:3:mulliken_charge:R:1 method="wB97M-V/def2-TZVPD" relative_energy_kj_mol=82.09 homo_ha=-0.402 e_tot_ha=-1145.24261 homo_lumo_gap_ev=11.02 charge=0 smiles="C[C@H]1COC(=O)O1.C[C@H]1COC(=O)O1.C[C@H]1COC(=O)O1" e_lumo_ev=0.08
C -1.24002 1.79939 -0.84337 -1.281
C -0.87851 2.58144 0.39794 0.561
C -1.22302 4.10592 0.38407 -0.387
O -2.03004 4.26724 1.52493 -0.367
C -1.90065 3.18826 2.33895 0.546
O -2.22049 3.15718 3.47045 -0.508
O -1.44562 2.14556 1.62872 -0.246
H -0.96911 0.75327 -0.75186 0.146
H -0.69562 2.29620 -1.64613 0.394
H -2.30632 1.94120 -1.04275 0.393
H 0.20481 2.48341 0.52305 0.151
H -1.64296 4.41637 -0.56980 0.339
H -0.26950 4.62555 0.49881 0.278
C 1.56780 -0.01872 -4.25381 -1.445
C 1.01561 -0.73423 -3.05525 0.419
C 1.81154 -2.01658 -2.73292 -0.469
O 2.87955 -1.54260 -1.91106 -0.343
C 2.58173 -0.29333 -1.48827 0.646
O 3.32459 0.44085 -0.92251 -0.540
O 1.32592 0.03606 -1.86978 -0.347
H 2.65817 0.00540 -4.29399 0.333
H 1.19314 1.00047 -4.32878 0.336
H 1.27879 -0.56696 -5.15715 0.421
H -0.05127 -0.91987 -3.12078 0.384
H 2.29606 -2.40714 -3.62515 0.325
H 1.17337 -2.74393 -2.23537 0.275
C 0.22594 -0.69363 2.46291 -1.279
C -0.87759 -1.71289 2.37850 0.730
C -0.47507 -3.04547 1.70867 -0.315
O -0.46972 -3.98121 2.78432 -0.368
C -1.18571 -3.45348 3.81470 0.599
O -1.60759 -4.08246 4.72255 -0.512
O -1.28094 -2.11386 3.67427 -0.372
H -0.09099 0.14019 3.09038 0.309
H 0.54603 -0.30753 1.49566 0.180
H 1.10764 -1.10847 2.96294 0.410
H -1.65453 -1.27863 1.74214 0.115
H 0.52231 -2.97404 1.27589 0.200
H -1.19773 -3.38895 0.96889 0.291

33
Properties=species:S:1:pos:R:3:mulliken_charge:R:1 method="wB97M-V/def2-TZVPD" homo_ha="-0.105 / -0.098" e_tot_ha=-658.91616 spin_multiplicity=3 homo_lumo_gap_ev="6.41 / 5.05" charge=-1 e_lumo_ev="3.57 / 2.37"
C -2.84310 0.81754 0.13549 -0.314
C -2.13291 1.34731 -0.96393 -0.698
C -1.00883 2.12410 -0.44396 -0.603
C -1.07300 2.01518 1.01815 -0.754
C -2.21024 1.23251 1.34301 -0.497
Au 0.24160 0.25222 -0.28379 0.760
C -0.07358 -1.45746 -1.48735 -1.062
C -0.48994 -2.46175 -0.45454 0.593
C -1.22843 -3.57513 -0.81024 -1.186
N -0.01970 -2.08170 0.80999 -0.469
H -0.42903 2.86134 -0.99489 0.584
H -2.41521 1.27287 -2.01301 0.435
H -0.43894 2.55700 1.71837 0.447
H -2.58899 1.04676 2.34819 0.386
H -3.77117 0.24805 0.07739 0.377
H -0.84734 -1.25813 -2.23166 0.370
H -0.42067 -2.61995 1.58403 0.150
H 0.90593 -1.67753 -1.92523 0.353
H -1.56368 -3.62882 -1.83966 0.271
H -1.46902 -4.34460 -0.08664 0.282
C 3.41071 0.44459 -1.00100 -1.377
C 3.19683 -0.10983 0.40463 0.985
C 4.40925 0.14065 1.30354 -1.599
C 1.92240 0.50792 0.96511 -1.654
H 3.59063 1.52616 -0.95618 0.303
H 2.51063 0.27725 -1.60637 0.286
H 4.26344 -0.03191 -1.49462 0.370
H 3.01915 -1.19484 0.34686 0.208
H 4.59522 1.21446 1.42421 0.314
H 4.25547 -0.29553 2.29544 0.390
H 5.30537 -0.31551 0.87020 0.408
H 1.60284 0.05167 1.90628 0.480
H 1.99546 1.59634 1.06106 0.459

50
Properties=species:S:1:pos:R:3:mulliken_charge:R:1 method="wB97M-V/def2-TZVPD" homo_ha=-0.168 e_tot_ha=-2028.35061 homo_lumo_gap_ev=6.28 charge=-1 e_lumo_ev=1.70
N -3.17527 -4.71226 -0.14314 -0.596
C -2.88012 -3.76326 1.00184 -0.071
B -3.90010 -2.47405 1.10950 0.852
C -5.49203 -2.82803 0.90090 -0.415
O -5.87458 -4.20981 1.22932 -0.042
N -6.22599 -4.35018 2.52201 0.031
O -5.51310 -5.26338 2.93216 -0.343
C -3.40523 -1.21880 0.11282 -0.669
O -2.50978 -1.70048 -0.95004 -0.160
C -3.11215 -1.58927 -2.28710 0.750
F -2.37682 -2.57358 -3.16647 -0.286
F -2.85423 -0.24825 -2.93263 -0.275
F -4.54550 -1.99506 -2.35016 -0.225
H -2.24771 -5.18462 -0.35827 0.244
H -3.77596 -5.51547 0.21276 0.240
H -1.74605 -3.41918 0.85796 -0.176
H -2.87620 -4.36107 2.03537 0.102
H -3.79453 -2.06374 2.23059 -0.318
H -5.89348 -2.54414 -0.18698 0.029
H -6.09327 -2.10675 1.63792 0.155
H -2.73539 -0.52631 0.81803 0.023
H -4.29196 -0.54622 -0.25004 0.291
C 3.01218 -0.57899 -2.23975 -1.204
C 3.27593 -0.09586 -0.82407 0.158
O 2.05655 -0.05701 -0.06862 -0.267
C 1.63305 -1.25003 0.45620 0.202
O 2.23048 -2.31401 0.30861 -0.548
C 0.35770 -1.05686 1.27498 1.032
F -0.56258 -0.27494 0.63978 -0.271
F 0.60361 -0.45456 2.47418 -0.292
F -0.27651 -2.22865 1.56089 -0.297
H 2.24155 0.03422 -2.71741 0.307
H 3.92526 -0.53380 -2.84079 0.382
H 2.64616 -1.60972 -2.24348 0.361
H 3.66466 0.92682 -0.85453 -0.034
H 4.03000 -0.71330 -0.32020 0.318
C 3.58478 6.58869 1.56449 -1.083
C 2.83789 5.94893 0.40691 -0.200
O 3.75575 5.50993 -0.60498 -0.315
C 4.36911 4.30485 -0.38214 0.408
O 4.17574 3.61156 0.61422 -0.509
C 5.27615 3.93611 -1.55496 0.847
F 6.04977 4.98023 -1.97101 -0.247
F 4.56499 3.53262 -2.64709 -0.249
F 6.13763 2.92061 -1.26569 -0.237
H 4.23126 7.39557 1.20524 0.297
H 2.88422 6.99547 2.29984 0.364
H 4.23097 5.86303 2.06674 0.313
H 2.18191 6.69136 -0.05830 0.312
H 2.20125 5.12164 0.74456 0.313

39
Properties=species:S:1:pos:R:3:mulliken_charge:R:1 method="wB97M-V/def2-TZVPD" homo_ha=-0.385 e_tot_ha=-6047.43145 homo_lumo_gap_ev=10.00 charge=0 smiles="CCCCC[C@]1([C@@H](Br)[C@H](C)Br)OC(=O)O[C@@H]1CON=O" e_lumo_ev=-0.48
C 3.96792 0.89609 1.31321 -1.044
C 3.71143 0.70257 -0.25655 -0.079
C 2.85103 1.86373 -0.95199 -0.833
C 1.33755 1.99736 -0.39725 -0.041
C 0.26411 1.12656 -1.23302 -0.948
C -0.45818 -0.01768 -0.32239 0.609
C -1.24763 0.69704 0.89848 -0.625
Br -2.68076 1.95036 0.23921 -0.115
C -1.81841 -0.42005 1.93311 -0.056
C -3.41008 -0.42447 2.09511 -1.194
Br -1.02259 -0.02449 3.74897 -0.148
O 0.73570 -0.74899 0.15428 -0.335
C 1.00942 -1.78751 -0.81857 0.523
O 1.93710 -2.60724 -0.84316 -0.545
O -0.01942 -1.71795 -1.84741 -0.444
C -1.15312 -1.24511 -1.06569 0.137
C -2.58446 -1.07019 -1.76322 -0.451
O -3.52881 -1.92749 -1.02656 -0.110
N -3.41685 -3.21870 -1.48255 0.070
O -3.48971 -3.98218 -0.57238 -0.309
H 4.83174 1.59137 1.57843 0.335
H 4.25232 -0.14810 1.72552 0.278
H 3.05852 1.22973 1.91569 0.242
H 3.26831 -0.31731 -0.51350 -0.043
H 4.75477 0.73027 -0.75910 0.356
H 2.84314 1.73063 -2.10213 0.326
H 3.41776 2.85865 -0.78036 0.319
H 1.09434 3.12759 -0.44085 0.301
H 1.37488 1.73075 0.71110 -0.074
H -0.51669 1.86087 -1.66498 0.394
H 0.82815 0.67068 -2.11429 0.507
H -0.55386 1.36732 1.53097 0.671
H -1.37890 -1.44658 1.65131 0.435
H -3.76279 0.47940 2.70668 0.385
H -3.68941 -1.35170 2.71521 0.384
H -3.97300 -0.50196 1.09070 0.261
H -1.32020 -2.14747 -0.35853 0.258
H -2.94529 0.00434 -1.85931 0.217
H -2.56801 -1.51018 -2.83422 0.386

41
Properties=species:S:1:pos:R:3:mulliken_charge:R:1 method="wB97M-V/def2-TZVPD" relative_energy_kj_mol=41.99 homo_ha="-0.435 / -0.434" e_tot_ha=-2201.95092 spin_multiplicity=3 homo_lumo_gap_ev="9.08 / 6.69" charge=+1 e_lumo_ev="-2.76 / -5.12"
Pd 0.76738 1.32608 2.29148 0.173
N -0.39534 3.38563 3.13982 -0.566
N 0.24994 3.75779 4.31280 -0.155
C 1.51093 3.39880 4.59143 0.925
N 2.06104 3.98504 5.65363 -0.393
S 2.42712 2.24194 3.74635 -0.333
H -0.55968 4.19431 2.56032 0.254
H -1.25612 2.90539 3.34990 0.342
H -0.21096 4.41027 4.92516 0.213
H 1.59269 4.70191 6.18139 0.200
H 2.97502 3.69334 5.95136 0.213
C 2.63701 -1.93010 -1.57368 -1.001
C 1.79619 -2.41380 -0.39453 -0.588
C 1.17285 -1.26314 0.39783 -0.996
N 0.16426 -0.57174 -0.40402 0.096
C 0.06540 0.71359 -0.64391 0.626
S 1.15410 1.92260 -0.03461 -0.389
N -0.94284 1.17730 -1.43485 -0.073
C -2.13818 0.52962 -1.91485 0.092
O -3.15887 1.15504 -1.85725 -0.531
C -2.02577 -0.82771 -2.50952 -0.134
C -3.10901 -1.69409 -2.38979 -0.347
C -3.06001 -2.94018 -2.99135 -0.616
C -1.94383 -3.30985 -3.73366 -0.421
C -0.87284 -2.43526 -3.87921 -0.667
C -0.91095 -1.19259 -3.26717 0.213
H 3.06396 -2.77177 -2.12209 0.362
H 3.46358 -1.30208 -1.22934 0.332
H 2.03938 -1.34219 -2.27640 0.158
H 2.41354 -2.99003 0.29608 0.378
H 0.99875 -3.07989 -0.74304 0.338
H 1.93794 -0.55329 0.66126 0.686
H 0.69207 -1.62945 1.29696 0.365
H -0.55708 -1.16728 -0.78739 0.164
H -1.05982 2.17717 -1.38216 0.283
H -3.97527 -1.37826 -1.82036 0.448
H -3.89606 -3.62078 -2.89239 0.414
H -1.91160 -4.28208 -4.21082 0.415
H -0.01326 -2.71743 -4.47806 0.450
H -0.09391 -0.49002 -3.39950 0.551
Cl -1.09174 0.22719 3.01418 -0.485

35
Properties=species:S:1:pos:R:3:mulliken_charge:R:1 method="wB97M-V/def2-TZVPD" homo_ha=-0.421 e_tot_ha=-1456.78811 homo_lumo_gap_ev=9.09 charge=+1 smiles=C[NH+](C)CCOCCSc1ccc(Cl)cc1 e_lumo_ev=-2.37
C -0.58425 0.85004 -2.40056 -0.848
N -0.42830 -0.60961 -2.46913 0.306
C -1.57752 -1.23162 -3.14055 -0.939
H -1.50168 -2.31545 -3.08744 0.407
H -1.60992 -0.92448 -4.18504 0.393
H -2.50007 -0.92458 -2.65227 0.350
C 0.87210 -1.01246 -3.06152 -0.760
H 1.17456 -0.30607 -3.83443 0.368
H 0.76112 -2.00420 -3.50183 0.401
C 1.90805 -1.10491 -1.94023 -0.271
O 1.32481 -1.96141 -0.97699 -0.359
C 1.88389 -1.93356 0.32230 -0.687
C 1.47559 -0.68625 1.10168 -0.671
H 2.03069 0.19892 0.78977 0.392
H 1.61753 -0.83995 2.16889 0.548
S -0.31502 -0.38991 0.80065 -0.203
C -0.69404 0.71560 2.14507 0.508
C -0.06050 1.94459 2.24266 -0.326
C -0.35876 2.78151 3.30056 -0.682
C -1.30191 2.39101 4.24323 0.266
C -1.94668 1.16579 4.13237 -0.616
C -1.63941 0.32465 3.07987 -0.452
H -2.12850 -0.63245 2.98350 0.426
H -2.67815 0.87146 4.86734 0.415
Cl -1.67599 3.43827 5.55683 -0.183
H 0.13272 3.73649 3.39309 0.419
H 0.66509 2.25030 1.50380 0.355
H 1.47308 -2.82165 0.80624 0.330
H 2.97584 -2.01787 0.28465 0.367
H 2.12209 -0.11678 -1.51659 0.258
H 2.84482 -1.52620 -2.32449 0.424
H -0.38492 -0.96897 -1.49129 -0.030
H -1.46037 1.10063 -1.80656 0.393
H -0.70108 1.25787 -3.40348 0.404
H 0.28512 1.30126 -1.93009 0.299